The following is a DFT calculation (ωB97M-V with the def2-TZVPD basis set) of a structure of composition C41H95IO10S7Si3 in a non-equilibrium geometry.

Structure (XYZ):
```
157
Properties=species:S:1:pos:R:3:lowdin_charge:R:1
C -2.197 -1.294 1.771 -0.089
C -0.602 -1.592 1.368 -0.253
O -0.648 -2.412 0.148 -0.228
C 0.069 -1.789 -0.975 -0.192
C -0.531 -0.348 -1.475 -0.215
C -1.744 -0.439 -2.573 -0.184
C -1.761 0.983 -3.454 -0.280
C -2.981 1.994 -3.031 -0.320
Si -2.499 3.218 -1.572 0.167
I -0.076 3.281 -1.094 0.624
O -3.529 2.777 -0.222 -0.434
Si -2.795 3.142 1.337 0.459
C -2.797 5.009 1.809 -0.263
C -1.347 5.782 1.493 -0.278
C -0.130 5.278 2.467 -0.222
C 1.310 6.023 2.234 -0.197
C 1.570 6.587 0.717 -0.214
C 3.216 6.753 0.493 -0.207
C 3.996 5.307 0.340 -0.246
C 5.062 5.011 1.594 -0.285
Si 5.736 3.188 1.591 0.522
C 7.371 3.190 2.640 -0.236
C 6.049 2.502 -0.223 -0.226
C 4.366 1.999 2.334 -0.195
C 3.233 2.640 3.342 -0.032
C 2.038 1.686 3.946 -0.057
C 1.929 0.082 3.615 -0.076
C 3.082 -0.570 2.640 -0.067
C 4.268 0.396 2.002 -0.059
C -3.947 2.260 2.662 -0.288
C -3.503 2.564 4.210 -0.215
C -1.946 2.169 4.572 -0.208
O -1.268 3.433 4.942 -0.299
C -0.678 3.365 6.288 -0.123
H -2.843 -2.116 1.195 0.095
H -2.402 -1.444 2.914 0.074
H -2.495 -0.244 1.348 0.050
H -0.029 -0.574 1.261 0.110
H -0.107 -2.145 2.300 0.117
H 1.176 -1.571 -0.587 0.127
H 0.192 -2.490 -1.907 0.129
H 0.356 0.246 -2.005 0.096
H -0.901 0.360 -0.602 0.065
H -2.800 -0.678 -2.119 0.117
H -1.467 -1.324 -3.311 0.080
H -0.699 1.492 -3.510 0.067
H -1.998 0.631 -4.570 0.098
H -3.865 1.298 -2.636 0.089
H -3.454 2.584 -3.952 0.088
H -2.900 4.559 -2.068 -0.034
H -1.471 2.495 1.523 -0.029
H -3.606 5.626 1.188 0.099
H -3.031 5.204 2.956 0.090
H -1.556 6.921 1.784 0.121
H -1.094 5.789 0.351 0.052
H -0.464 5.544 3.582 0.115
H 0.034 4.101 2.468 0.093
H 1.466 6.834 3.068 0.119
H 2.148 5.198 2.429 0.085
H 1.061 5.965 -0.133 0.045
H 1.149 7.700 0.663 0.116
H 3.380 7.344 -0.512 0.100
H 3.710 7.422 1.342 0.123
H 3.281 4.396 0.136 0.098
H 4.682 5.407 -0.623 0.105
H 5.991 5.731 1.415 0.100
H 4.534 5.319 2.595 0.018
H 7.669 2.085 2.960 0.051
H 8.227 3.646 1.952 0.049
H 7.268 3.901 3.594 0.025
H 6.343 1.359 -0.072 0.039
H 6.852 3.119 -0.810 0.048
H 4.984 2.494 -0.729 0.048
H 3.324 3.779 3.597 0.053
H 1.236 2.196 4.629 0.053
H 1.030 -0.505 4.094 0.079
H 3.024 -1.720 2.427 0.078
H 5.054 -0.129 1.279 0.083
H -3.900 1.080 2.485 0.073
H -5.054 2.586 2.450 0.088
H -3.762 3.668 4.526 0.112
H -4.187 1.866 4.896 0.112
H -1.406 1.557 3.734 0.112
H -1.962 1.462 5.533 0.126
H -0.097 2.336 6.360 0.067
H -1.441 3.458 7.170 0.106
H 0.156 4.213 6.332 0.118
C -0.686 -3.087 -7.649 -0.272
S -1.571 -3.037 -6.072 0.831
O -1.309 -1.697 -5.450 -0.581
C -0.519 -4.243 -5.228 -0.265
H -1.153 -2.372 -8.332 0.031
H 0.361 -2.814 -7.499 0.055
H -0.756 -4.090 -8.075 0.059
H 0.518 -3.899 -5.227 0.057
H -0.593 -5.209 -5.732 0.054
H -0.867 -4.346 -4.197 0.036
C -3.021 -6.419 -2.459 -0.268
S -4.170 -6.386 -3.856 0.803
O -3.475 -5.703 -4.996 -0.579
C -5.318 -5.192 -3.127 -0.264
H -2.190 -7.083 -2.708 0.024
H -2.638 -5.414 -2.267 0.054
H -3.535 -6.801 -1.574 0.058
H -4.793 -4.263 -2.894 0.054
H -5.756 -5.614 -2.220 0.054
H -6.111 -4.987 -3.850 0.046
C -1.515 -10.481 -4.138 -0.261
S -2.399 -10.431 -2.561 0.831
O -2.137 -9.092 -1.939 -0.564
C -1.347 -11.637 -1.717 -0.273
H -1.981 -9.767 -4.821 0.053
H -0.467 -10.208 -3.988 0.058
H -1.584 -11.485 -4.564 0.053
H -0.310 -11.293 -1.716 0.056
H -1.422 -12.604 -2.222 0.051
H -1.695 -11.741 -0.687 0.049
C -0.085 0.634 -8.666 -0.262
S 0.397 -0.202 -10.196 0.805
O 1.154 -1.439 -9.814 -0.563
C 1.609 1.038 -10.713 -0.275
H -0.820 0.014 -8.147 0.035
H 0.788 0.773 -8.024 0.064
H -0.534 1.601 -8.904 0.054
H 2.378 1.152 -9.946 0.058
H 1.105 1.992 -10.885 0.051
H 2.073 0.702 -11.644 0.049
C 6.099 6.847 5.969 -0.258
S 5.188 5.515 5.152 0.808
O 3.969 6.122 4.523 -0.569
C 4.660 4.688 6.673 -0.272
H 6.493 7.520 5.204 0.050
H 5.433 7.404 6.632 0.057
H 6.930 6.424 6.540 0.053
H 4.083 5.377 7.292 0.065
H 5.538 4.336 7.220 0.050
H 4.036 3.833 6.404 0.024
C 3.903 0.660 9.876 -0.270
S 3.973 0.995 8.100 0.847
O 4.542 2.371 7.923 -0.574
C 2.184 1.111 7.860 -0.265
H 4.924 0.585 10.257 0.051
H 3.384 1.473 10.390 0.057
H 3.383 -0.285 10.049 0.052
H 1.771 1.897 8.497 0.061
H 1.720 0.152 8.098 0.058
H 1.989 1.356 6.813 0.011
C -7.443 -8.666 -6.049 -0.264
S -7.237 -8.704 -4.252 0.788
O -5.876 -9.265 -3.966 -0.581
C -8.442 -10.021 -3.953 -0.272
H -6.751 -7.929 -6.463 0.052
H -7.221 -9.649 -6.472 0.058
H -8.468 -8.375 -6.293 0.052
H -8.158 -10.920 -4.504 0.057
H -9.434 -9.686 -4.265 0.051
H -8.455 -10.242 -2.883 0.050
```

Summary:
Total charge: 0
E_tot (eV): -172095.0112
Frontier orbital gap (eV): 8.6
HOMO energy (Ha): -0.301
Largest force on an atom (eV Å⁻¹): 5.2

***

The following is a DFT calculation (ωB97M-V with the def2-TZVPD basis set) of a structure of composition C42H100O33S8 in a non-equilibrium geometry.

Structure (XYZ):
```
183
Properties=species:S:1:pos:R:3:lowdin_charge:R:1
C -5.477 -3.236 -0.753 -0.152
C -4.325 -2.535 -0.045 -0.195
C -4.094 -1.299 -0.946 -0.174
O -5.109 -1.295 -1.935 -0.145
C -6.207 -2.089 -1.447 -0.155
H -6.157 -3.848 -0.151 0.109
H -5.149 -3.999 -1.466 0.118
H -3.409 -3.060 0.209 0.149
H -4.754 -2.199 0.905 -0.033
H -3.063 -1.326 -1.310 0.101
H -4.107 -0.357 -0.385 0.121
H -6.827 -2.364 -2.296 0.125
H -6.787 -1.465 -0.761 0.112
C -2.375 -3.154 -4.972 -0.176
C -2.715 -4.568 -5.356 -0.162
C -1.410 -5.230 -4.924 -0.206
O -1.090 -4.629 -3.667 -0.142
C -1.743 -3.349 -3.579 -0.177
H -3.273 -2.544 -4.851 0.114
H -1.633 -2.733 -5.649 0.096
H -2.897 -4.741 -6.418 0.115
H -3.574 -4.985 -4.828 0.117
H -0.600 -5.037 -5.634 0.111
H -1.508 -6.309 -4.797 0.119
H -0.997 -2.595 -3.319 0.097
H -2.504 -3.313 -2.791 0.108
C 1.196 2.900 3.519 -0.293
C 0.286 1.738 3.772 -0.140
C -0.717 2.252 4.775 -0.150
O -0.968 3.601 4.328 -0.107
C 0.164 4.060 3.583 -0.183
H 1.633 2.774 2.531 -0.078
H 1.853 2.982 4.384 0.127
H 0.770 0.867 4.226 0.112
H -0.250 1.369 2.895 0.071
H -0.314 2.319 5.793 0.128
H -1.601 1.616 4.831 0.104
H 0.728 4.868 4.058 0.138
H -0.173 4.368 2.591 -0.077
O 3.624 4.146 -1.115 -0.290
S 3.660 3.389 -2.350 0.622
O 2.467 3.019 -3.038 -0.265
O 4.592 4.206 -3.388 -0.253
C 5.732 4.893 -2.862 -0.284
C 6.600 5.422 -3.991 -0.050
C 4.766 1.989 -1.989 -0.089
H 6.296 4.174 -2.254 0.108
H 5.452 5.645 -2.123 0.119
H 5.918 5.895 -4.695 0.085
H 7.157 4.621 -4.474 0.080
H 7.347 6.078 -3.546 0.084
H 5.587 2.277 -1.336 0.072
H 5.174 1.529 -2.885 0.082
H 4.137 1.319 -1.402 0.033
O 7.114 1.928 3.263 -0.279
S 5.806 1.341 3.367 0.651
O 4.739 2.008 4.081 -0.277
O 5.266 0.990 1.868 -0.237
C 3.855 1.124 1.685 -0.226
C 3.116 -0.047 2.329 -0.082
C 5.978 -0.383 3.907 -0.104
H 3.615 1.148 0.622 0.100
H 3.423 2.028 2.112 0.087
H 3.302 -0.088 3.402 0.044
H 3.381 -1.023 1.924 0.064
H 2.040 0.063 2.188 0.077
H 6.629 -0.919 3.220 0.072
H 4.996 -0.852 3.863 0.029
H 6.369 -0.499 4.915 0.076
O 2.870 -3.542 -7.791 -0.286
S 2.183 -2.342 -7.365 0.624
O 2.731 -1.042 -7.662 -0.290
O 0.681 -2.441 -7.967 -0.246
C -0.027 -1.200 -8.057 -0.275
C -1.373 -1.492 -8.701 -0.070
C 1.860 -2.453 -5.579 -0.097
H 0.478 -0.467 -8.687 0.119
H -0.155 -0.719 -7.087 0.086
H -1.286 -1.929 -9.699 0.081
H -2.013 -0.614 -8.765 0.074
H -1.942 -2.267 -8.179 0.070
H 2.797 -2.566 -5.039 0.073
H 1.160 -3.266 -5.409 0.059
H 1.445 -1.485 -5.295 0.041
O -2.680 0.034 -6.278 -0.256
S -1.923 0.473 -5.150 0.612
O -0.851 -0.317 -4.589 -0.295
O -1.325 1.952 -5.474 -0.245
C -0.331 2.498 -4.606 -0.294
C -0.080 3.929 -5.047 -0.051
C -3.084 0.894 -3.832 -0.076
H 0.618 1.960 -4.670 0.101
H -0.601 2.443 -3.547 0.103
H 0.162 3.955 -6.109 0.086
H 0.679 4.390 -4.423 0.067
H -1.033 4.458 -4.958 0.083
H -3.466 -0.076 -3.509 0.052
H -3.907 1.451 -4.269 0.080
H -2.555 1.407 -3.035 0.064
O 0.077 -1.658 5.086 -0.268
S 1.210 -2.170 4.374 0.679
O 2.423 -1.402 4.268 -0.315
O 1.592 -3.749 4.703 -0.287
C 0.768 -4.500 5.629 -0.253
C 1.560 -5.641 6.199 -0.069
C 0.709 -2.429 2.669 -0.109
H -0.203 -4.682 5.169 0.125
H 0.601 -3.780 6.439 0.111
H 2.090 -6.127 5.373 0.080
H 0.983 -6.415 6.702 0.080
H 2.308 -5.326 6.927 0.082
H 1.427 -1.974 1.994 0.043
H -0.316 -2.087 2.557 -0.020
H 0.687 -3.499 2.469 0.101
O -2.641 -2.679 3.503 -0.223
S -3.309 -1.425 3.269 0.745
O -2.572 -0.253 2.890 -0.241
O -4.437 -1.673 2.089 -0.262
C -5.134 -2.919 2.126 -0.321
C -6.635 -2.696 2.013 -0.025
C -4.495 -1.079 4.616 -0.066
H -4.864 -3.516 2.995 0.135
H -4.870 -3.466 1.216 0.074
H -7.184 -3.640 2.027 0.097
H -6.889 -2.094 1.146 0.074
H -7.009 -2.253 2.943 0.084
H -5.205 -0.328 4.285 0.070
H -4.001 -0.909 5.568 0.084
H -5.096 -1.985 4.726 0.063
O -0.903 2.321 1.363 -0.237
S -0.220 3.563 1.143 0.717
O -0.813 4.790 1.590 -0.216
O 1.277 3.381 1.752 -0.287
C 2.060 4.559 1.937 -0.138
C 2.664 4.542 3.373 -0.092
C 0.247 3.658 -0.589 -0.069
H 1.550 5.508 1.787 0.143
H 2.956 4.523 1.320 0.120
H 1.989 4.048 4.073 -0.002
H 2.818 5.568 3.704 0.103
H 3.597 3.985 3.356 0.079
H -0.647 3.494 -1.191 0.066
H 1.017 2.919 -0.784 0.057
H 0.611 4.632 -0.913 0.087
O -6.395 3.581 4.395 -0.295
S -5.006 3.308 4.090 0.636
O -4.321 2.218 4.757 -0.297
O -4.875 3.119 2.494 -0.249
C -3.616 2.663 1.987 -0.246
C -3.128 3.632 0.896 -0.072
C -4.098 4.894 4.263 -0.078
H -3.784 1.679 1.553 0.114
H -2.809 2.565 2.715 0.092
H -2.296 3.204 0.336 0.033
H -2.945 4.659 1.205 0.079
H -3.913 3.698 0.134 0.088
H -4.363 5.422 5.171 0.071
H -4.453 5.466 3.406 0.066
H -3.054 4.651 4.069 0.045
C 4.645 -4.071 4.219 -0.037
O 3.822 -4.141 3.074 -0.002
C 4.189 -3.534 1.965 -0.635
O 4.992 -2.642 1.898 0.113
O 3.353 -3.869 0.997 0.008
C 3.488 -3.123 -0.232 -0.016
H 4.441 -3.160 4.786 0.087
H 5.698 -4.163 3.961 0.104
H 4.352 -4.865 4.904 0.086
H 4.522 -3.227 -0.559 0.099
H 3.237 -2.078 -0.074 0.066
H 2.815 -3.636 -0.912 0.100
C 1.328 -0.300 -2.330 -0.033
O 0.154 -0.161 -1.544 0.016
C 0.183 -0.664 -0.324 -0.591
O 1.114 -1.227 0.184 0.106
O -1.004 -0.513 0.226 0.051
C -1.207 -0.916 1.576 -0.108
H 1.199 0.303 -3.223 0.066
H 1.455 -1.327 -2.678 0.095
H 2.221 0.010 -1.790 0.082
H -0.799 -1.924 1.662 0.055
H -2.224 -0.932 1.960 -0.083
H -0.687 -0.236 2.251 0.104
```

Summary:
Total charge: 0
E_tot (eV): -199395.8914
Frontier orbital gap (eV): 8.0
HOMO energy (Ha): -0.288
Largest force on an atom (eV Å⁻¹): 17.9